An isolated ion of composition C5H4NS2 and charge -1 at a distorted geometry, computed with wB97M-V/def2-TZVPD.

Total energy   -28410.8750 eV
HOMO level   -2.675 eV
Energy relative to the best compared isomer or geometry (same formula, charge and spin)   0.00 kcal per mole
Frontier orbital gap   6.1 eV
Lowest unoccupied orbital energy   0.125 hartree

```
! RIJCOSX wB97M-V def2-TZVPD def2/J DEFGRID3
* xyz -1 1
H -2.56 -2.18 -0.01
N -2.13 -1.26 -0.02
C -0.84 -1.32 -0.01
C -0.04 -0.17 0.00
C -0.37 1.19 0.01
C 0.66 2.07 0.00
S 2.23 1.31 -0.01
C 1.61 -0.31 0.01
S 2.49 -1.70 0.00
H -0.28 -2.27 0.00
H -1.40 1.50 0.01
H 0.63 3.14 0.00
*
```